#w
The following is a DFT calculation (ωB97M-V with the def2-TZVPD basis set) of a cluster of 8 separate species, H16O8 in total.

The LUMO energy is 0.14 eV. As for the HOMO-LUMO gap: 0.4078 hartree. Its SMILES is O.O.O.O.O.O.O.O. Its HOMO energy is -10.96 eV.

Structure (ORCA input):
```
! wB97M-V def2-TZVPD RIJCOSX def2/J DEFGRID3
* xyz 0 1
O 5.44 25.20 25.13
H 5.98 25.51 24.40
H 4.75 25.86 25.22
O 0.95 25.60 22.89
H 0.72 24.68 22.77
H 1.74 25.59 23.43
O 1.02 29.57 23.96
H 1.26 30.35 23.46
H 0.32 29.17 23.45
O 5.88 28.00 27.31
H 5.26 28.23 26.63
H 6.16 28.84 27.68
O 1.35 24.39 27.49
H 1.32 25.33 27.35
H 1.59 24.03 26.63
O 2.91 27.29 25.45
H 2.73 27.89 24.73
H 2.20 27.45 26.08
O 1.07 27.08 27.49
H 1.29 26.98 28.42
H 0.14 27.28 27.47
O 3.65 30.93 23.91
H 4.00 30.16 24.34
H 3.91 30.84 22.99
*
```

#x
The following is a DFT calculation (ωB97M-V with the def2-TZVPD basis set) of a cluster of 8 separate species, H16O8 in total.

The LUMO energy is -0.01 eV. As for the HOMO-LUMO gap: 0.3857 hartree. Its SMILES is O.O.O.O.O.O.O.O. Its HOMO energy is -10.50 eV.

Structure (ORCA input):
```
! wB97M-V def2-TZVPD RIJCOSX def2/J DEFGRID3
* xyz 0 1
O 1.95 -2.29 0.04
H 1.67 -2.46 -0.86
H 2.88 -2.06 -0.06
O -1.02 -0.83 2.15
H -0.74 -1.73 2.33
H -1.96 -0.82 2.35
O 1.23 0.26 -3.21
H 0.92 -0.54 -3.57
H 1.13 0.21 -2.27
O 0.05 0.04 -0.16
H 0.83 -0.46 0.10
H -0.54 -0.19 0.55
O 2.20 0.02 2.61
H 1.88 -0.86 2.89
H 1.38 0.57 2.64
O -2.04 -0.66 -1.87
H -1.27 -0.38 -1.39
H -1.75 -1.54 -2.13
O 0.54 2.56 -1.12
H 0.29 3.28 -0.60
H 0.48 1.76 -0.55
O -2.50 1.71 0.67
H -3.45 1.80 0.66
H -2.16 2.59 0.80
*
```

#y
The following is a DFT calculation (ωB97M-V with the def2-TZVPD basis set) of a cluster of 8 separate species, H16O8 in total.

The LUMO energy is -0.24 eV. As for the HOMO-LUMO gap: 0.3692 hartree. Its SMILES is O.O.O.O.O.O.O.O. Its HOMO energy is -10.29 eV.

Structure (ORCA input):
```
! wB97M-V def2-TZVPD RIJCOSX def2/J DEFGRID3
* xyz 0 1
H -0.56 0.02 0.31
H 0.24 1.16 0.91
H 2.33 2.12 -3.14
H 2.77 0.70 -3.11
H -0.07 -3.34 -1.48
H -0.53 -4.16 -0.23
H 3.88 -1.31 0.88
H 3.43 -0.43 -0.11
H 0.77 3.09 -0.27
H 0.89 4.14 -1.40
H -2.50 2.56 -0.53
H -2.75 1.28 -1.02
H -2.49 -2.79 0.45
H -3.29 -2.53 1.68
H -1.28 -0.92 3.22
H -0.98 0.56 3.44
O -0.22 0.89 0.09
O 1.99 1.29 -3.04
O 0.19 -3.89 -0.73
O 3.99 -0.32 0.67
O 0.32 3.69 -0.76
O -2.02 1.77 -0.85
O -2.97 -3.29 1.11
O -1.13 -0.29 3.89
*
```

#z
The following is a DFT calculation (ωB97M-V with the def2-TZVPD basis set) of a cluster of 8 separate species, H16O8 in total.

The LUMO energy is 0.25 eV. As for the HOMO-LUMO gap: 0.4091 hartree. Its SMILES is O.O.O.O.O.O.O.O. Its HOMO energy is -10.88 eV.

Structure (ORCA input):
```
! wB97M-V def2-TZVPD RIJCOSX def2/J DEFGRID3
* xyz 0 1
H -0.20 0.11 1.05
H 0.86 -0.31 0.05
H 2.30 0.19 1.35
H 3.82 0.23 1.48
H -4.02 0.13 -1.60
H -2.97 0.60 -2.60
H -4.17 0.60 2.13
H -5.36 -0.09 2.79
H -1.64 -3.00 -2.09
H -0.63 -2.23 -1.26
H 2.52 -3.25 0.31
H 1.60 -2.52 1.28
H 0.20 3.30 -1.21
H 0.49 4.46 -0.27
H 3.39 0.37 -0.89
H 3.37 1.75 -1.53
O -0.08 -0.12 0.13
O 3.02 0.04 1.98
O -3.06 0.21 -1.72
O -4.39 -0.10 2.76
O -0.71 -2.98 -1.86
O 2.46 -2.45 0.85
O -0.14 3.75 -0.43
O 3.36 1.31 -0.67
*
```

Most stable: #w

#w
The following is a DFT calculation (ωB97M-V with the def2-TZVPD basis set) of a cluster of 8 separate species, H16O8 in total.

The LUMO energy is 0.06 eV. As for the HOMO-LUMO gap: 0.3928 hartree. Its SMILES is O.O.O.O.O.O.O.O. Its HOMO energy is -10.63 eV.

Structure (ORCA input):
```
! wB97M-V def2-TZVPD RIJCOSX def2/J DEFGRID3
* xyz 0 1
O -13.58 3.94 -22.83
H -13.46 3.13 -22.34
H -13.63 4.63 -22.16
O -15.17 3.13 -19.52
H -14.31 2.76 -19.69
H -15.06 4.08 -19.65
O -13.88 8.09 -21.85
H -14.64 8.62 -21.57
H -13.33 8.03 -21.07
O -17.79 4.64 -18.95
H -18.35 3.87 -18.93
H -16.91 4.30 -19.13
O -16.10 9.12 -20.58
H -17.04 9.18 -20.75
H -15.83 10.02 -20.39
O -15.35 5.67 -20.60
H -14.56 6.08 -20.23
H -15.85 6.40 -20.95
O -13.00 8.20 -19.21
H -13.14 8.88 -18.56
H -12.14 7.83 -18.98
O -17.13 7.19 -22.41
H -16.52 7.56 -23.05
H -17.46 6.39 -22.82
*
```

#x
The following is a DFT calculation (ωB97M-V with the def2-TZVPD basis set) of a cluster of 8 separate species, H16O8 in total.

The LUMO energy is -0.05 eV. As for the HOMO-LUMO gap: 0.3917 hartree. Its SMILES is O.O.O.O.O.O.O.O. Its HOMO energy is -10.71 eV.

Structure (ORCA input):
```
! wB97M-V def2-TZVPD RIJCOSX def2/J DEFGRID3
* xyz 0 1
O 2.52 1.90 1.87
H 2.24 1.22 1.26
H 3.36 1.58 2.21
O 2.00 -0.94 1.32
H 2.81 -1.43 1.44
H 1.70 -1.20 0.45
O -0.05 0.27 -0.41
H 0.25 0.10 0.48
H -0.98 0.47 -0.31
O -2.79 0.22 -0.28
H -3.23 0.05 0.55
H -3.49 0.33 -0.91
O 1.34 -1.18 -2.35
H 1.17 -1.95 -1.80
H 0.78 -0.50 -1.98
O 1.08 -0.34 3.84
H 1.69 -1.06 3.97
H 0.85 -0.38 2.91
O -1.99 -2.34 -1.51
H -2.20 -1.53 -1.04
H -2.65 -2.38 -2.21
O -1.58 3.11 -2.14
H -1.13 2.33 -2.45
H -1.69 3.65 -2.92
*
```

Most stable: #w

#w
The following is a DFT calculation (ωB97M-V with the def2-TZVPD basis set) of a cluster of 8 separate species, H16O8 in total.

The LUMO energy is 0.48 eV. As for the HOMO-LUMO gap: 0.4291 hartree. Its SMILES is O.O.O.O.O.O.O.O. Its HOMO energy is -11.20 eV.

Structure (ORCA input):
```
! wB97M-V def2-TZVPD RIJCOSX def2/J DEFGRID3
* xyz 0 1
H -1.49 0.68 -1.22
H -0.31 1.61 -1.57
H -1.76 -1.26 -0.15
H -2.66 -1.27 -1.49
H 2.39 1.74 -2.07
H 1.69 1.16 -0.71
H -1.19 1.51 0.51
H -1.50 2.19 1.84
H 1.78 0.25 1.51
H 0.96 1.60 1.24
H -0.51 -1.61 1.82
H -1.30 -0.29 1.84
H 1.07 -1.57 0.29
H 1.73 -2.60 1.26
H 1.01 -0.54 -1.59
H -0.09 -1.68 -1.56
O -1.20 1.59 -1.09
O -1.76 -1.07 -1.14
O 1.60 1.29 -1.70
O -0.98 1.52 1.48
O 1.84 1.19 1.06
O -1.46 -1.28 1.60
O 1.27 -1.67 1.26
O 0.86 -1.49 -1.43
*
```

#x
The following is a DFT calculation (ωB97M-V with the def2-TZVPD basis set) of a cluster of 8 separate species, H16O8 in total.

The LUMO energy is -0.04 eV. As for the HOMO-LUMO gap: 0.3533 hartree. Its SMILES is O.O.O.O.O.O.O.O. Its HOMO energy is -9.65 eV.

Structure (ORCA input):
```
! wB97M-V def2-TZVPD RIJCOSX def2/J DEFGRID3
* xyz 0 1
O -13.40 -9.44 4.71
H -13.31 -9.56 3.77
H -12.84 -8.69 4.91
O -14.30 -13.23 2.81
H -14.05 -12.36 3.14
H -14.90 -13.57 3.47
O -15.18 -10.58 2.65
H -14.62 -10.66 3.42
H -15.78 -9.87 2.87
O -16.55 -12.17 1.91
H -16.11 -11.33 2.08
H -16.00 -12.60 1.26
O -14.22 -11.77 4.33
H -14.17 -12.71 4.49
H -14.43 -11.39 5.19
O -15.78 -7.47 1.74
H -16.16 -6.81 2.32
H -16.24 -8.28 1.95
O -13.41 -11.32 1.15
H -13.54 -10.65 0.48
H -14.10 -11.16 1.79
O -17.06 -9.31 2.77
H -17.52 -10.10 2.48
H -17.75 -8.68 2.93
*
```

#y
The following is a DFT calculation (ωB97M-V with the def2-TZVPD basis set) of a cluster of 8 separate species, H16O8 in total.

The LUMO energy is -0.23 eV. As for the HOMO-LUMO gap: 0.3634 hartree. Its SMILES is O.O.O.O.O.O.O.O. Its HOMO energy is -10.12 eV.

Structure (ORCA input):
```
! wB97M-V def2-TZVPD RIJCOSX def2/J DEFGRID3
* xyz 0 1
H 1.36 0.59 0.55
H 0.51 -0.62 0.21
H -4.16 -2.09 -2.02
H -2.72 -1.62 -2.20
H -1.87 -1.26 0.44
H -2.51 -0.48 -0.69
H 2.26 -0.76 -0.94
H 0.98 -1.37 -1.47
H -4.13 1.27 0.27
H -2.92 1.63 1.11
H -0.70 4.30 0.48
H 0.02 5.34 1.33
H 4.77 1.23 -2.20
H 4.99 2.73 -2.33
H 2.11 -3.08 2.62
H 3.58 -3.44 2.54
O 1.03 0.08 -0.20
O -3.24 -2.39 -1.95
O -2.56 -1.32 -0.23
O 1.84 -1.60 -1.10
O -3.81 1.27 1.18
O -0.76 4.76 1.33
O 4.42 2.08 -1.91
O 2.90 -3.18 3.16
*
```

#z
The following is a DFT calculation (ωB97M-V with the def2-TZVPD basis set) of a cluster of 8 separate species, H16O8 in total.

The LUMO energy is 0.14 eV. As for the HOMO-LUMO gap: 0.4161 hartree. Its SMILES is O.O.O.O.O.O.O.O. Its HOMO energy is -11.18 eV.

Structure (ORCA input):
```
! wB97M-V def2-TZVPD RIJCOSX def2/J DEFGRID3
* xyz 0 1
O 0.58 -0.37 0.20
H 0.80 -0.43 1.13
H -0.13 0.27 0.16
O 4.38 -4.28 1.77
H 4.27 -3.46 1.28
H 4.20 -4.04 2.68
O -2.93 1.71 -5.16
H -2.86 2.53 -5.65
H -2.76 1.96 -4.25
O -0.06 -1.34 -3.92
H 0.07 -1.07 -3.01
H -0.50 -0.61 -4.33
O 5.49 2.19 3.06
H 5.69 3.05 3.43
H 4.58 2.03 3.33
O -3.23 3.02 -0.73
H -3.73 2.21 -0.83
H -3.82 3.71 -1.01
O -4.56 -0.97 -0.78
H -3.86 -1.55 -0.47
H -5.13 -1.55 -1.28
O 1.29 -0.78 4.50
H 0.44 -0.78 4.95
H 1.78 -1.48 4.92
*
```

Most stable: #w

#w
The following is a DFT calculation (ωB97M-V with the def2-TZVPD basis set) of a cluster of 8 separate species, H16O8 in total.

The LUMO energy is 0.21 eV. As for the HOMO-LUMO gap: 0.4219 hartree. Its SMILES is O.O.O.O.O.O.O.O. Its HOMO energy is -11.27 eV.

Structure (ORCA input):
```
! wB97M-V def2-TZVPD RIJCOSX def2/J DEFGRID3
* xyz 0 1
H -0.36 -0.71 0.50
H 0.56 0.17 -0.33
H -0.05 -1.68 -4.27
H 0.47 -0.27 -4.54
H -2.80 0.38 3.19
H -1.40 0.76 3.68
H -4.68 -1.75 0.49
H -4.30 -1.93 -0.97
H 3.84 3.08 -0.13
H 3.80 4.60 -0.11
H 3.34 -0.39 0.88
H 3.03 1.10 0.90
H -3.12 -4.03 0.83
H -1.62 -4.24 0.68
H 2.34 2.82 -0.67
H 1.27 1.74 -0.79
O -0.31 0.15 0.07
O -0.02 -0.79 -3.89
O -2.26 1.14 3.44
O -3.92 -1.79 -0.10
O 3.97 3.83 0.46
O 2.79 0.26 1.32
O -2.46 -4.72 0.70
O 1.87 2.28 -1.32
*
```

#x
The following is a DFT calculation (ωB97M-V with the def2-TZVPD basis set) of a cluster of 8 separate species, H16O8 in total.

The LUMO energy is -0.33 eV. As for the HOMO-LUMO gap: 0.3631 hartree. Its SMILES is O.O.O.O.O.O.O.O. Its HOMO energy is -10.21 eV.

Structure (ORCA input):
```
! wB97M-V def2-TZVPD RIJCOSX def2/J DEFGRID3
* xyz 0 1
O 33.19 2.86 -15.92
H 32.69 3.67 -15.94
H 33.60 2.85 -15.06
O 34.42 1.46 -12.88
H 34.89 2.26 -12.64
H 33.72 1.39 -12.23
O 35.91 3.30 -11.83
H 35.99 3.49 -10.89
H 36.56 3.86 -12.24
O 35.12 0.45 -16.08
H 34.78 0.71 -15.23
H 34.87 1.17 -16.67
O 32.16 1.54 -10.70
H 31.96 2.01 -9.88
H 31.40 0.99 -10.86
O 37.74 1.13 -13.30
H 37.15 1.64 -12.74
H 38.29 1.78 -13.72
O 33.92 3.89 -9.30
H 33.02 3.92 -8.97
H 33.90 3.25 -10.00
O 31.99 3.53 -12.65
H 31.04 3.63 -12.74
H 32.10 2.70 -12.18
*
```

Most stable: #x